[1]
Formula: C64H144FP4
Source: OMol25
Level of theory: ωB97M-V/def2-TZVPD

## Properties
Gap between HOMO and LUMO (eV): 9.7
E_LUMO (eV): -5.34
Net charge: +3
Energy (eV): -108524.689
E_HOMO (Ha): -0.55236

Structure (XYZ):
```
213
C64H144FP4 | OMol25 | ωB97M-V/def2-TZVPD
F -0.676 -14.553 -18.927
C -0.316 -14.685 -21.289
C -1.069 -14.543 -22.580
C -2.100 -15.625 -22.681
C -3.293 -15.772 -21.678
P -4.584 -17.085 -22.117
C -5.855 -17.135 -20.743
C -6.435 -15.753 -20.391
C -7.797 -15.819 -19.515
C -7.936 -16.733 -18.302
C -5.342 -16.725 -23.753
C -5.586 -15.248 -23.985
C -6.875 -15.070 -24.913
C -6.692 -15.467 -26.369
C -3.716 -18.681 -22.352
C -2.972 -19.213 -21.132
C -2.379 -20.664 -21.252
C -1.167 -20.715 -22.244
H 0.488 -13.996 -21.026
H 0.272 -15.602 -21.264
H -0.883 -14.755 -20.361
H -0.281 -14.479 -23.331
H -1.502 -13.555 -22.736
H -1.468 -16.508 -22.773
H -2.408 -15.431 -23.708
H -3.937 -14.896 -21.752
H -2.863 -15.855 -20.680
H -5.316 -17.533 -19.883
H -6.678 -17.832 -20.902
H -6.645 -15.223 -21.320
H -5.667 -15.149 -19.908
H -8.624 -16.061 -20.182
H -8.133 -14.850 -19.145
H -8.828 -16.614 -17.687
H -7.023 -16.569 -17.730
H -7.845 -17.752 -18.680
H -6.283 -17.270 -23.678
H -4.681 -17.227 -24.460
H -4.786 -14.830 -24.596
H -5.676 -14.552 -23.151
H -6.996 -13.994 -25.033
H -7.744 -15.339 -24.313
H -7.402 -15.038 -27.077
H -6.890 -16.521 -26.559
H -5.690 -15.094 -26.582
H -3.019 -18.536 -23.177
H -4.554 -19.318 -22.634
H -3.618 -19.220 -20.253
H -2.159 -18.539 -20.864
H -3.079 -21.420 -21.610
H -1.917 -20.979 -20.317
H -1.447 -20.545 -23.283
H -0.688 -21.693 -22.205
H -0.383 -19.979 -22.065
C -5.714 -14.591 -16.933
C -4.957 -15.523 -17.981
C -3.611 -14.982 -18.403
C -2.539 -14.999 -17.376
P -1.476 -16.401 -17.184
C -2.269 -17.591 -15.939
C -2.629 -17.066 -14.564
C -3.472 -17.997 -13.693
C -4.874 -18.307 -14.257
C 0.233 -15.959 -16.591
C 0.396 -14.759 -15.698
C 0.497 -14.948 -14.138
C 0.699 -13.712 -13.355
C -1.374 -17.415 -18.830
C -0.184 -18.450 -18.769
C -0.034 -19.384 -19.931
C 0.716 -18.642 -21.074
H -6.595 -15.187 -16.694
H -6.022 -13.708 -17.493
H -5.245 -14.370 -15.975
H -5.488 -15.798 -18.893
H -4.665 -16.337 -17.318
H -3.741 -13.943 -18.706
H -3.267 -15.510 -19.293
H -2.987 -14.769 -16.410
H -1.881 -14.164 -17.615
H -1.440 -18.298 -15.923
H -3.130 -18.015 -16.456
H -3.145 -16.120 -14.729
H -1.750 -16.993 -13.924
H -3.524 -17.513 -12.718
H -2.774 -18.834 -13.699
H -5.471 -17.405 -14.389
H -5.389 -19.044 -13.641
H -4.732 -18.637 -15.286
H 0.922 -15.916 -17.434
H 0.531 -16.889 -16.109
H -0.246 -13.926 -15.985
H 1.357 -14.399 -16.065
H 1.346 -15.583 -13.882
H -0.333 -15.443 -13.634
H 1.436 -12.982 -13.689
H 1.155 -13.851 -12.375
H -0.217 -13.229 -13.015
H -1.421 -16.795 -19.725
H -2.250 -18.060 -18.893
H -0.332 -19.192 -17.985
H 0.816 -18.039 -18.631
H -0.989 -19.668 -20.373
H 0.531 -20.274 -19.651
H 0.339 -17.636 -21.264
H 0.802 -19.225 -21.991
H 1.732 -18.510 -20.704
C -4.303 -7.765 -18.165
C -3.588 -8.776 -19.028
C -2.736 -9.695 -18.178
C -1.687 -10.434 -19.074
P -1.260 -12.198 -18.817
C -0.600 -12.532 -17.116
C 0.672 -11.732 -16.740
C 0.585 -10.580 -15.652
C 1.661 -9.569 -15.614
C -2.794 -13.142 -19.135
C -3.561 -12.884 -20.492
C -4.882 -13.721 -20.628
C -5.889 -13.250 -21.745
C -0.111 -12.483 -20.263
C 1.305 -11.853 -20.182
C 1.943 -11.876 -21.543
C 1.996 -10.495 -22.132
H -4.977 -7.898 -17.319
H -4.885 -7.170 -18.869
H -3.476 -7.144 -17.819
H -2.898 -8.163 -19.607
H -4.234 -9.277 -19.748
H -3.414 -10.360 -17.644
H -2.242 -8.993 -17.506
H -0.794 -9.814 -19.146
H -2.194 -10.473 -20.038
H -0.470 -13.600 -17.289
H -1.411 -12.262 -16.440
H 0.920 -11.207 -17.662
H 1.475 -12.393 -16.413
H 0.509 -10.975 -14.639
H -0.352 -10.094 -15.922
H 2.085 -9.246 -16.565
H 2.490 -10.010 -15.061
H 1.343 -8.714 -15.018
H -3.465 -12.937 -18.301
H -2.350 -14.137 -19.142
H -3.010 -13.170 -21.388
H -3.909 -11.851 -20.502
H -5.377 -13.849 -19.665
H -4.481 -14.676 -20.969
H -6.818 -13.819 -21.743
H -5.508 -13.346 -22.762
H -6.223 -12.230 -21.551
H -0.597 -12.057 -21.141
H 0.088 -13.550 -20.364
H 1.890 -12.517 -19.546
H 1.354 -10.869 -19.716
H 1.332 -12.475 -22.219
H 2.951 -12.290 -21.546
H 2.856 -9.973 -21.710
H 1.245 -9.775 -21.807
H 2.181 -10.523 -23.206
C -0.298 -19.029 -24.298
C 1.175 -18.527 -24.323
C 1.202 -17.047 -23.837
C 2.632 -16.541 -23.907
P 2.940 -14.869 -23.467
C 2.254 -13.897 -24.764
C 0.695 -13.921 -24.910
C 0.168 -12.640 -25.595
C -0.131 -11.467 -24.693
C 2.107 -14.420 -21.891
C 2.370 -15.207 -20.577
C 1.735 -14.448 -19.378
C 2.156 -15.012 -18.117
C 4.647 -14.555 -23.331
C 5.569 -14.953 -24.556
C 7.151 -14.866 -24.305
C 7.704 -13.450 -24.082
H -1.021 -18.218 -24.391
H -0.520 -19.540 -23.362
H -0.384 -19.725 -25.132
H 1.495 -18.494 -25.364
H 1.866 -19.239 -23.870
H 0.911 -17.108 -22.788
H 0.364 -16.510 -24.281
H 3.047 -16.601 -24.913
H 3.307 -17.088 -23.249
H 2.799 -14.280 -25.627
H 2.632 -12.878 -24.676
H 0.210 -14.015 -23.939
H 0.382 -14.758 -25.535
H -0.773 -12.925 -26.066
H 0.732 -12.377 -26.490
H 0.839 -10.987 -24.569
H -0.682 -11.799 -23.813
H -0.752 -10.749 -25.229
H 1.095 -14.461 -22.294
H 2.274 -13.348 -21.790
H 3.424 -15.375 -20.352
H 1.899 -16.187 -20.651
H 0.658 -14.296 -19.456
H 2.064 -13.414 -19.483
H 3.223 -14.891 -17.929
H 1.721 -15.992 -17.921
H 1.502 -14.367 -17.530
H 4.858 -15.165 -22.453
H 4.774 -13.551 -22.924
H 5.443 -14.359 -25.461
H 5.331 -15.988 -24.801
H 7.748 -15.550 -24.908
H 7.338 -15.313 -23.329
H 8.728 -13.444 -23.709
H 7.037 -12.807 -23.508
H 7.737 -12.898 -25.022
```

[2]
Formula: C7H10N
Source: OMol25
Level of theory: ωB97M-V/def2-TZVPD

## Properties
Gap between HOMO and LUMO (alpha / beta) (eV): 6.8 / 6.5
E_LUMO (alpha / beta) (eV): -6.78 / -6.82
Net charge: +1
Energy (eV): -8899.407
E_HOMO (alpha / beta) (Ha): -0.50078 / -0.48825

Structure (XYZ):
```
18
C7H10N | OMol25 | ωB97M-V/def2-TZVPD
C -2.665 -0.043 -0.010
C -1.511 0.429 -0.068
C 1.210 -0.796 -0.155
C 0.875 0.544 -0.241
C -4.093 -0.430 0.028
C 1.820 1.755 0.103
C 2.561 -1.306 -0.049
N -0.382 0.904 -0.246
H 0.487 -1.613 -0.106
H -4.549 0.410 0.655
H -4.324 -0.305 -1.001
H -4.111 -1.389 0.413
H 2.627 1.770 -0.613
H 2.237 1.720 1.090
H 1.288 2.603 -0.056
H 2.714 -1.365 1.108
H 3.266 -0.570 -0.495
H 2.548 -2.318 -0.357
```

[3]
Formula: C34H25F5INO2PSTi
Source: OMol25
Level of theory: ωB97M-V/def2-TZVPD

## Properties
Gap between HOMO and LUMO (alpha / beta) (eV): 4.5 / 7.2
2S+1: 3
E_LUMO (alpha / beta) (eV): 2.31 / 2.33
Net charge: -1
Energy (eV): -106174.936
Expectation value of S²: 2.030
E_HOMO (alpha / beta) (Ha): -0.08043 / -0.17787

Structure (XYZ):
```
71
C34H25F5INO2PSTi | OMol25 | ωB97M-V/def2-TZVPD
Ti 0.020 2.177 -0.177
F -6.228 4.480 1.814
C -4.908 4.263 1.809
C -4.283 3.783 0.671
F -5.003 3.537 -0.427
C -2.920 3.566 0.688
F -2.357 3.104 -0.451
C -2.121 3.804 1.798
S -0.379 3.581 1.816
C -2.786 4.288 2.925
F -2.103 4.556 4.042
C -4.151 4.516 2.941
F -4.747 4.985 4.043
I -0.992 1.240 -2.785
C -1.078 -0.825 -2.578
C -2.317 -1.361 -2.946
C -2.442 -2.728 -3.118
C -1.326 -3.530 -2.951
C -0.079 -3.005 -2.556
C 1.048 -3.856 -2.484
C 2.315 -3.333 -2.220
C 2.453 -2.011 -1.884
C 1.336 -1.127 -1.787
P 1.673 0.263 -0.733
C 3.265 0.922 -1.360
C 4.478 0.871 -0.688
C 5.619 1.434 -1.246
C 5.560 2.052 -2.484
C 4.351 2.098 -3.169
C 3.217 1.536 -2.611
C 2.101 -0.389 0.932
C 1.857 -1.724 1.253
C 2.034 -2.175 2.554
C 2.449 -1.304 3.548
C 2.688 0.028 3.240
C 2.511 0.483 1.942
C 0.057 -1.592 -2.275
H -3.155 -0.703 -3.127
H -3.393 -3.160 -3.403
H -1.391 -4.598 -3.123
H 0.915 -4.904 -2.723
H 3.189 -3.972 -2.265
H 3.438 -1.629 -1.635
H 4.546 0.387 0.277
H 6.557 1.383 -0.707
H 6.449 2.494 -2.917
H 4.293 2.574 -4.139
H 2.278 1.567 -3.155
H 1.517 -2.400 0.481
H 1.835 -3.214 2.789
H 2.576 -1.658 4.564
H 2.995 0.722 4.012
H 2.680 1.530 1.725
O 1.885 3.083 0.137
N 1.757 3.914 -0.792
O 0.740 3.644 -1.496
C -1.902 -2.980 0.680
C -2.458 -1.688 1.288
C -2.349 -1.745 2.818
C -3.927 -1.524 0.873
C -1.688 -0.531 0.806
C -1.070 0.456 0.453
H -2.491 -3.833 1.032
H -0.860 -3.134 0.972
H -1.949 -2.951 -0.405
H -2.912 -2.601 3.202
H -2.744 -0.832 3.266
H -1.305 -1.844 3.118
H -4.514 -2.373 1.235
H -4.010 -1.482 -0.213
H -4.346 -0.606 1.288
```

[4]
Formula: C26H26Cl18N4
Source: OMol25
Level of theory: ωB97M-V/def2-TZVPD

## Properties
Gap between HOMO and LUMO (eV): 9.6
E_LUMO (eV): 0.07
Energy (eV): -258744.910
E_HOMO (Ha): -0.34971

Structure (XYZ):
```
74
C26H26Cl18N4 | OMol25 | ωB97M-V/def2-TZVPD
N -17.713 -17.165 -4.801
C -18.746 -18.010 -4.720
C -18.545 -19.349 -4.474
C -17.223 -19.799 -4.185
C -16.188 -18.877 -4.340
C -16.425 -17.560 -4.564
H -19.745 -17.638 -4.898
H -19.391 -20.019 -4.416
H -17.069 -20.827 -3.892
H -15.132 -19.095 -4.282
H -15.629 -16.842 -4.699
N -20.459 -22.350 -5.531
C -19.412 -22.826 -6.214
C -18.373 -23.501 -5.583
C -18.382 -23.590 -4.229
C -19.418 -22.975 -3.471
C -20.385 -22.377 -4.149
H -19.472 -22.770 -7.290
H -17.510 -23.877 -6.111
H -17.671 -24.213 -3.707
H -19.518 -22.946 -2.396
H -21.151 -21.841 -3.608
N -21.691 -19.111 -2.599
C -22.146 -18.077 -3.351
C -21.523 -16.826 -3.238
C -20.525 -16.660 -2.239
C -20.068 -17.738 -1.541
C -20.674 -18.934 -1.664
H -22.935 -18.270 -4.063
H -21.805 -15.995 -3.868
H -19.934 -15.763 -2.132
H -19.215 -17.614 -0.891
H -20.571 -19.809 -1.040
N -17.884 -13.781 -1.103
C -17.257 -14.916 -1.381
C -16.998 -15.852 -0.405
C -17.358 -15.574 1.000
C -17.843 -14.332 1.324
C -18.169 -13.507 0.219
H -16.953 -15.063 -2.407
H -16.271 -16.620 -0.622
H -17.279 -16.312 1.784
H -18.221 -14.135 2.316
H -18.583 -12.514 0.307
C -21.714 -12.439 -0.451
Cl -21.515 -10.746 -0.899
Cl -21.167 -13.493 -1.698
Cl -23.390 -12.743 -0.075
H -21.144 -12.601 0.464
C -18.778 -12.659 -4.439
Cl -19.684 -13.370 -5.864
Cl -19.371 -11.152 -3.781
Cl -16.977 -12.532 -4.605
H -19.043 -13.319 -3.613
C -23.716 -21.380 -1.126
Cl -22.537 -22.231 -0.213
Cl -24.418 -20.049 -0.196
Cl -25.101 -22.399 -1.568
H -23.251 -20.878 -1.974
C -25.030 -16.476 -1.791
Cl -25.405 -18.011 -2.538
Cl -26.397 -15.792 -0.785
Cl -24.733 -15.286 -3.050
H -24.065 -16.570 -1.293
C -17.752 -20.874 0.475
Cl -18.588 -19.703 1.484
Cl -17.029 -19.949 -0.930
Cl -18.992 -21.958 0.026
H -17.053 -21.358 1.157
C -21.532 -17.660 1.654
Cl -21.846 -19.332 2.154
Cl -20.838 -16.758 2.948
Cl -23.167 -16.844 1.315
H -20.834 -17.682 0.817
```

[5]
Formula: C23H24NP2PbS
Source: OMol25
Level of theory: ωB97M-V/def2-TZVPD

## Properties
Gap between HOMO and LUMO (eV): 5.3
E_LUMO (eV): -11.89
Net charge: +3
Energy (eV): -60363.867
E_HOMO (Ha): -0.63255

Structure (XYZ):
```
52
C23H24NP2PbS | OMol25 | ωB97M-V/def2-TZVPD
Pb -0.823 -0.240 -0.504
S -1.123 3.655 -3.070
C -1.068 4.255 -1.445
C -1.221 5.570 -1.010
C -1.155 5.808 0.345
C -0.960 4.756 1.251
C -0.812 3.459 0.814
C -0.860 3.202 -0.553
N -0.737 1.968 -1.197
C -0.877 2.074 -2.498
C -0.881 0.886 -3.352
C -0.948 0.947 -4.752
C -0.954 -0.206 -5.522
C -0.897 -1.461 -4.933
C -0.845 -1.584 -3.537
C -0.832 -0.400 -2.866
H -1.389 6.374 -1.715
H -1.259 6.819 0.714
H -0.935 4.974 2.311
H -0.657 2.651 1.512
H -0.997 1.927 -5.213
H -1.006 -0.125 -6.599
H -0.901 -2.371 -5.520
H -0.829 -2.563 -3.080
C 1.581 -2.997 -1.233
P 1.529 -1.663 -0.001
C 3.265 -1.168 0.191
C 1.037 -2.513 1.534
C 1.544 -3.771 1.833
C 1.058 -4.491 2.920
C 0.054 -3.965 3.718
C -0.438 -2.691 3.466
C 0.062 -1.958 2.389
P -0.485 -0.273 2.163
C 0.869 0.840 2.606
C -1.896 0.101 3.204
H 0.634 -3.537 -1.255
H 2.384 -3.695 -0.992
H 1.791 -2.578 -2.218
H 3.823 -2.055 0.497
H 3.384 -0.394 0.948
H 3.661 -0.806 -0.758
H 2.315 -4.216 1.216
H 1.453 -5.477 3.126
H -0.357 -4.542 4.536
H -1.198 -2.277 4.116
H 1.390 0.390 3.454
H 0.467 1.808 2.897
H 1.573 0.986 1.785
H -1.568 0.094 4.247
H -2.694 -0.627 3.061
H -2.273 1.098 2.970
```

- energy of number 5 (C23H24NP2PbS)?
  -60363.867 eV